(1)
{
  "formula": "C36H93Cl6O34P7",
  "method": "ωB97M-V with the def2-TZVPD basis set",
  "species": ["C", "Cl", "Cl", "H", "H", "C", "Cl", "Cl", "H", "H", "C", "Cl", "Cl", "H", "H", "C", "O", "P", "O", "O", "C", "O", "C", "H", "H", "H", "H", "H", "H", "H", "H", "H", "C", "O", "P", "O", "O", "C", "O", "C", "H", "H", "H", "H", "H", "H", "H", "H", "H", "C", "O", "P", "O", "O", "C", "O", "C", "H", "H", "H", "H", "H", "H", "H", "H", "H", "C", "O", "P", "O", "O", "C", "O", "C", "H", "H", "H", "H", "H", "H", "H", "H", "H", "C", "O", "P", "O", "O", "C", "O", "C", "H", "H", "H", "H", "H", "H", "H", "H", "H", "C", "O", "P", "O", "O", "C", "O", "C", "H", "H", "H", "H", "H", "H", "H", "H", "H", "C", "O", "P", "O", "O", "C", "O", "C", "H", "H", "H", "H", "H", "H", "H", "H", "H", "O", "C", "O", "C", "C", "C", "H", "H", "H", "H", "H", "H", "H", "H", "O", "C", "O", "C", "C", "C", "H", "H", "H", "H", "H", "H", "H", "H", "O", "C", "O", "C", "C", "C", "H", "H", "H", "H", "H", "H", "H", "H"],
  "xyz": [[-3.53, 1.76, 3.70], [-3.81, 3.05, 2.52], [-1.82, 1.33, 3.85], [-3.90, 2.08, 4.66], [-4.02, 0.87, 3.35], [-1.85, 4.79, -0.96], [-2.60, 5.89, -2.13], [-1.70, 5.53, 0.67], [-2.56, 3.99, -0.84], [-0.87, 4.50, -1.30], [2.53, -4.08, -5.70], [2.80, -2.90, -6.96], [2.08, -3.27, -4.19], [1.76, -4.77, -6.01], [3.45, -4.61, -5.52], [1.95, -0.33, 3.80], [2.89, 0.29, 2.88], [3.95, -0.68, 2.24], [4.79, 0.03, 1.29], [4.77, -1.34, 3.42], [5.33, -0.53, 4.44], [3.12, -1.89, 1.70], [3.74, -3.19, 1.54], [2.44, -0.87, 4.61], [1.34, -1.02, 3.22], [1.33, 0.43, 4.25], [4.78, -0.70, 5.37], [5.33, 0.52, 4.17], [6.35, -0.88, 4.59], [2.97, -3.88, 1.20], [4.12, -3.55, 2.49], [4.53, -3.14, 0.78], [-2.64, -0.19, -0.15], [-1.58, 0.71, 0.22], [-0.34, 0.85, -0.71], [-0.63, 1.19, -2.08], [0.56, 1.88, 0.05], [0.63, 1.79, 1.49], [0.38, -0.54, -0.50], [1.58, -0.80, -1.21], [-2.45, -0.70, -1.10], [-3.60, 0.31, -0.24], [-2.75, -0.97, 0.61], [1.62, 2.08, 1.84], [0.53, 0.76, 1.85], [-0.09, 2.45, 1.96], [2.45, -0.98, -0.59], [1.82, 0.06, -1.86], [1.46, -1.64, -1.90], [-3.97, -4.68, -3.53], [-2.70, -5.22, -3.80], [-1.86, -5.72, -2.57], [-2.43, -6.77, -1.78], [-1.54, -4.41, -1.77], [-1.10, -3.22, -2.40], [-0.46, -6.06, -3.20], [-0.27, -7.31, -3.91], [-4.26, -4.83, -2.49], [-4.76, -5.20, -4.08], [-4.01, -3.61, -3.75], [-0.84, -3.31, -3.45], [-0.22, -2.83, -1.87], [-1.83, -2.41, -2.29], [0.45, -7.92, -3.39], [0.14, -7.06, -4.89], [-1.21, -7.81, -4.09], [0.89, 4.32, -4.43], [2.06, 5.14, -4.23], [2.65, 5.22, -2.79], [3.77, 6.13, -2.66], [2.98, 3.75, -2.44], [3.64, 3.50, -1.21], [1.44, 5.55, -1.85], [1.18, 6.92, -1.50], [-0.02, 4.91, -4.48], [0.79, 3.56, -3.65], [1.04, 3.77, -5.36], [3.40, 4.27, -0.46], [4.72, 3.59, -1.36], [3.39, 2.53, -0.82], [0.16, 7.15, -1.84], [1.82, 7.63, -2.04], [1.30, 7.09, -0.44], [-0.39, -3.38, 0.86], [0.35, -3.42, 2.10], [-0.16, -4.18, 3.38], [0.04, -5.60, 3.35], [0.60, -3.40, 4.51], [1.91, -3.87, 4.83], [-1.64, -3.71, 3.56], [-1.97, -2.32, 3.60], [-1.34, -3.91, 0.94], [0.15, -3.93, 0.10], [-0.56, -2.35, 0.58], [2.57, -3.00, 4.94], [2.35, -4.53, 4.09], [1.87, -4.37, 5.80], [-1.17, -1.68, 3.20], [-2.20, -1.99, 4.61], [-2.84, -2.15, 2.96], [-2.30, -0.03, -7.88], [-2.15, -1.40, -7.48], [-0.76, -1.87, -6.90], [0.39, -1.18, -7.44], [-0.76, -3.40, -7.14], [-1.90, -4.21, -6.69], [-0.92, -1.72, -5.33], [-0.68, -0.44, -4.69], [-3.22, 0.33, -7.42], [-2.46, -0.01, -8.97], [-1.44, 0.61, -7.72], [-2.37, -4.62, -7.59], [-2.63, -3.67, -6.10], [-1.49, -5.02, -6.11], [0.26, -0.46, -4.14], [-1.51, -0.26, -4.00], [-0.70, 0.43, -5.36], [-7.56, -4.05, -2.38], [-6.29, -3.47, -2.09], [-6.17, -1.93, -1.84], [-4.82, -1.45, -2.00], [-7.27, -1.30, -2.72], [-7.61, 0.12, -2.64], [-6.78, -1.71, -0.41], [-6.13, -2.28, 0.75], [-7.43, -4.61, -3.31], [-8.36, -3.34, -2.52], [-7.78, -4.81, -1.64], [-6.99, 0.71, -3.31], [-7.50, 0.52, -1.63], [-8.66, 0.22, -2.93], [-5.15, -2.70, 0.51], [-6.76, -3.06, 1.20], [-6.02, -1.50, 1.51], [-4.21, 4.94, 7.05], [-3.93, 6.00, 6.62], [-2.87, 6.22, 5.85], [-2.07, 5.09, 5.50], [-1.12, 5.51, 4.39], [-4.56, 7.25, 7.11], [-2.69, 4.26, 5.17], [-1.49, 4.77, 6.37], [-0.44, 6.26, 4.79], [-1.67, 5.90, 3.53], [-0.54, 4.65, 4.06], [-4.62, 8.03, 6.34], [-3.94, 7.66, 7.91], [-5.56, 7.05, 7.47], [8.20, -3.20, -3.79], [8.43, -2.21, -3.20], [7.49, -1.42, -2.72], [6.12, -1.61, -3.19], [5.16, -1.27, -2.07], [9.80, -1.68, -2.96], [5.90, -2.56, -3.66], [6.07, -0.82, -3.95], [5.21, -2.10, -1.36], [4.18, -1.10, -2.53], [5.40, -0.38, -1.49], [10.50, -2.42, -3.34], [10.02, -1.53, -1.91], [10.00, -0.77, -3.53], [0.43, 3.34, 6.87], [1.51, 3.56, 6.45], [2.41, 4.35, 7.07], [2.00, 5.00, 8.29], [3.05, 6.05, 8.63], [2.03, 2.98, 5.13], [1.88, 4.34, 9.15], [1.03, 5.47, 8.08], [3.94, 5.54, 9.03], [2.69, 6.64, 9.48], [3.31, 6.71, 7.82], [2.68, 2.16, 5.42], [2.47, 3.75, 4.50], [1.16, 2.57, 4.62]],
  "fmax_ev_per_a": 2.997,
  "gap_ev": 10.1,
  "e_tot_ev": -248628.9879,
  "de_lowest_ev": 0.0000,
  "total_charge": 0,
  "e_lumo_ev": 0.076
}



(2)
{
  "formula": "C36H93N5O16",
  "method": "ωB97M-V with the def2-TZVPD basis set",
  "species": ["C", "C", "O", "O", "H", "H", "H", "H", "H", "H", "C", "C", "O", "O", "H", "H", "H", "H", "H", "H", "C", "C", "O", "O", "H", "H", "H", "H", "H", "H", "C", "O", "C", "C", "N", "C", "C", "O", "C", "H", "H", "H", "H", "H", "H", "H", "H", "H", "H", "H", "H", "H", "H", "H", "C", "O", "C", "C", "N", "C", "C", "O", "C", "H", "H", "H", "H", "H", "H", "H", "H", "H", "H", "H", "H", "H", "H", "H", "C", "O", "C", "C", "N", "C", "C", "O", "C", "H", "H", "H", "H", "H", "H", "H", "H", "H", "H", "H", "H", "H", "H", "H", "C", "O", "C", "C", "N", "C", "C", "O", "C", "H", "H", "H", "H", "H", "H", "H", "H", "H", "H", "H", "H", "H", "H", "H", "C", "O", "C", "C", "N", "C", "C", "O", "C", "H", "H", "H", "H", "H", "H", "H", "H", "H", "H", "H", "H", "H", "H", "H"],
  "xyz": [[2.10, -1.43, 0.62], [0.62, -1.48, 0.02], [-0.39, -0.93, 0.78], [3.10, -0.45, 0.18], [2.67, -2.32, 0.36], [1.94, -1.24, 1.68], [0.39, -2.55, 0.03], [0.57, -0.98, -0.95], [-1.26, -1.05, 0.40], [3.42, -0.22, 1.05], [-2.84, 1.61, -0.70], [-3.76, 0.30, -0.80], [-3.01, -0.91, -0.78], [-2.08, 1.61, 0.47], [-3.43, 2.52, -0.59], [-2.16, 1.81, -1.54], [-4.22, 0.29, -1.79], [-4.42, 0.24, 0.06], [-3.64, -1.59, -0.53], [-1.55, 0.81, 0.50], [4.07, -4.71, -3.61], [2.67, -4.98, -2.88], [2.31, -3.81, -2.21], [4.96, -3.83, -2.90], [3.85, -4.01, -4.42], [4.61, -5.58, -3.96], [2.76, -5.57, -1.97], [1.91, -5.38, -3.56], [3.17, -3.47, -1.96], [5.78, -3.85, -3.40], [0.82, 0.15, -4.31], [0.39, 0.17, -5.72], [0.64, 1.26, -6.52], [0.13, 1.04, -7.97], [0.28, 2.33, -8.77], [-0.50, 2.20, -9.98], [0.25, 2.86, -11.08], [1.34, 2.08, -11.45], [2.19, 2.72, -12.37], [0.30, 0.88, -3.68], [1.89, 0.36, -4.36], [0.75, -0.84, -3.86], [1.73, 1.33, -6.43], [0.31, 2.21, -6.10], [-0.85, 0.59, -7.86], [0.80, 0.31, -8.43], [1.26, 2.50, -8.94], [-1.34, 2.89, -9.90], [-0.78, 1.18, -10.25], [0.74, 3.75, -10.67], [-0.43, 3.27, -11.82], [2.89, 3.20, -11.69], [1.77, 3.48, -13.03], [2.86, 2.08, -12.94], [-1.04, -5.41, 0.66], [-2.43, -4.79, 0.85], [-2.97, -4.18, -0.36], [-4.38, -3.99, 0.05], [-5.12, -2.91, -0.58], [-6.40, -2.56, 0.11], [-6.97, -1.26, -0.35], [-8.24, -1.23, 0.40], [-9.12, -0.11, -0.05], [-0.45, -4.62, 0.20], [-0.91, -6.28, 0.01], [-0.41, -5.61, 1.53], [-2.95, -4.91, -1.17], [-2.40, -3.30, -0.64], [-4.44, -3.79, 1.12], [-4.88, -4.95, -0.09], [-5.27, -3.30, -1.50], [-6.23, -2.54, 1.18], [-7.20, -3.26, -0.14], [-7.34, -1.26, -1.37], [-6.34, -0.41, -0.10], [-10.11, -0.47, -0.32], [-8.56, 0.52, -0.74], [-9.22, 0.56, 0.81], [5.85, -2.54, 0.38], [6.58, -1.71, 1.26], [5.92, -0.70, 2.03], [4.96, -1.26, 3.14], [5.85, -2.01, 3.97], [5.48, -3.31, 4.57], [5.08, -4.32, 3.46], [3.88, -4.11, 2.81], [2.78, -4.22, 3.70], [6.37, -3.49, 0.25], [5.84, -1.97, -0.55], [4.82, -2.75, 0.64], [5.31, -0.14, 1.32], [6.60, 0.05, 2.43], [4.19, -1.89, 2.70], [4.43, -0.51, 3.72], [6.70, -2.00, 3.43], [4.72, -3.02, 5.30], [6.39, -3.51, 5.15], [5.10, -5.27, 4.00], [5.92, -4.36, 2.76], [1.91, -3.84, 3.16], [2.87, -3.71, 4.65], [2.67, -5.27, 3.99], [-0.04, 1.42, 4.57], [-0.99, 0.37, 4.89], [-2.07, 0.44, 3.97], [-2.95, -0.75, 4.06], [-3.88, -0.58, 5.30], [-4.34, -1.85, 5.88], [-5.06, -1.58, 7.29], [-3.95, -1.30, 8.21], [-4.27, -1.54, 9.62], [-0.56, 2.34, 4.30], [0.57, 1.05, 3.75], [0.64, 1.63, 5.40], [-1.76, 0.50, 2.93], [-2.62, 1.38, 4.08], [-2.31, -1.62, 4.12], [-3.64, -0.64, 3.22], [-3.37, -0.04, 5.98], [-3.48, -2.44, 6.20], [-4.88, -2.46, 5.15], [-5.61, -2.38, 7.79], [-5.73, -0.74, 7.14], [-5.19, -1.06, 9.95], [-3.45, -1.30, 10.30], [-4.52, -2.60, 9.76], [2.53, 10.96, 2.12], [2.08, 9.77, 1.49], [2.62, 8.59, 2.10], [2.43, 7.46, 1.09], [1.44, 6.47, 1.41], [1.07, 5.60, 0.35], [0.16, 4.44, 0.95], [0.90, 3.37, 1.49], [1.48, 2.53, 0.54], [2.32, 11.79, 1.44], [3.59, 11.09, 2.34], [1.91, 11.06, 3.01], [2.22, 8.31, 3.07], [3.64, 8.91, 2.31], [3.40, 6.97, 1.03], [2.50, 7.77, 0.05], [0.65, 6.92, 1.85], [2.04, 5.29, -0.05], [0.44, 6.09, -0.39], [-0.51, 4.27, 0.11], [-0.69, 4.70, 1.57], [0.78, 2.24, -0.25], [1.66, 1.58, 1.05], [2.49, 2.70, 0.19]],
  "fmax_ev_per_a": 3.783,
  "gap_ev": 8.5,
  "e_tot_ev": -79034.8185,
  "smiles": "COCCNCCOC.COCCNCCOC.COCCNCCOC.COCCNCCOC.COCCNCCOC.OCCO.OCCO.OCCO",
  "de_lowest_ev": 7.9048,
  "total_charge": 0,
  "e_lumo_ev": 0.570
}



(3)
{
  "formula": "C36H94N6O14",
  "method": "ωB97M-V with the def2-TZVPD basis set",
  "species": ["C", "O", "C", "C", "N", "C", "C", "O", "C", "H", "H", "H", "H", "H", "H", "H", "H", "H", "H", "H", "H", "H", "H", "H", "C", "O", "C", "C", "N", "C", "C", "O", "C", "H", "H", "H", "H", "H", "H", "H", "H", "H", "H", "H", "H", "H", "H", "H", "C", "O", "C", "C", "N", "C", "C", "O", "C", "H", "H", "H", "H", "H", "H", "H", "H", "H", "H", "H", "H", "H", "H", "H", "C", "O", "C", "C", "N", "C", "C", "O", "C", "H", "H", "H", "H", "H", "H", "H", "H", "H", "H", "H", "H", "H", "H", "H", "C", "O", "C", "C", "N", "C", "C", "O", "C", "H", "H", "H", "H", "H", "H", "H", "H", "H", "H", "H", "H", "H", "H", "H", "C", "O", "C", "C", "N", "C", "C", "O", "C", "H", "H", "H", "H", "H", "H", "H", "H", "H", "H", "H", "H", "H", "H", "H", "O", "H", "H", "O", "H", "H"],
  "xyz": [[20.30, 14.12, 16.58], [21.43, 14.84, 17.19], [21.64, 16.14, 16.76], [22.71, 16.70, 17.73], [24.00, 16.10, 17.44], [24.96, 16.37, 18.50], [24.90, 15.27, 19.56], [25.02, 13.86, 19.19], [26.29, 13.59, 18.52], [20.23, 13.11, 16.97], [20.27, 14.31, 15.51], [19.38, 14.63, 16.87], [20.72, 16.70, 16.92], [21.98, 16.30, 15.74], [22.29, 16.84, 18.73], [22.82, 17.77, 17.55], [23.68, 15.16, 17.65], [24.94, 17.39, 18.89], [26.00, 16.24, 18.18], [23.89, 15.24, 19.97], [25.52, 15.58, 20.40], [26.50, 14.39, 17.81], [26.36, 12.63, 18.02], [27.13, 13.59, 19.22], [16.62, 7.46, 14.14], [16.19, 8.53, 13.42], [17.05, 8.99, 12.37], [16.20, 9.72, 11.28], [16.51, 11.16, 11.37], [15.76, 12.05, 10.46], [15.72, 13.50, 10.89], [15.06, 13.56, 12.18], [15.21, 14.80, 12.74], [16.18, 6.53, 13.77], [16.16, 7.71, 15.10], [17.69, 7.30, 14.26], [17.71, 8.23, 11.94], [17.83, 9.61, 12.82], [15.13, 9.62, 11.45], [16.47, 9.18, 10.38], [16.29, 11.51, 12.29], [14.73, 11.71, 10.53], [16.05, 12.01, 9.41], [15.20, 14.18, 10.22], [16.72, 13.93, 10.86], [16.30, 14.90, 12.74], [14.74, 14.84, 13.73], [14.75, 15.61, 12.18], [18.45, 16.97, 12.64], [19.82, 16.59, 12.84], [20.47, 16.40, 11.59], [21.79, 15.74, 11.71], [21.73, 14.72, 12.79], [22.97, 13.90, 12.62], [23.09, 12.64, 13.67], [21.83, 11.88, 13.58], [21.56, 11.00, 14.65], [18.04, 16.78, 13.63], [17.86, 16.28, 12.04], [18.34, 18.01, 12.32], [20.42, 17.37, 11.11], [19.96, 15.78, 10.86], [22.53, 16.51, 11.93], [22.20, 15.38, 10.77], [21.89, 15.19, 13.67], [23.90, 14.45, 12.53], [22.90, 13.37, 11.67], [23.21, 13.09, 14.65], [23.97, 12.10, 13.32], [22.55, 10.71, 15.00], [20.90, 10.17, 14.40], [21.02, 11.57, 15.42], [15.93, 19.95, 23.24], [16.82, 18.99, 22.84], [17.10, 17.93, 23.85], [17.99, 16.72, 23.28], [17.55, 15.96, 22.11], [16.29, 15.24, 21.99], [16.20, 14.82, 20.50], [15.72, 15.66, 19.47], [15.70, 15.11, 18.16], [15.82, 20.80, 22.57], [16.19, 20.33, 24.23], [14.91, 19.58, 23.29], [16.12, 17.50, 24.04], [17.73, 18.34, 24.64], [18.07, 15.89, 23.98], [19.04, 16.99, 23.18], [17.56, 16.63, 21.36], [15.46, 15.88, 22.27], [16.21, 14.29, 22.53], [15.35, 14.14, 20.58], [17.18, 14.50, 20.14], [16.72, 14.93, 17.85], [15.35, 15.75, 17.35], [15.09, 14.20, 18.15], [17.67, 17.69, 16.64], [18.34, 18.09, 17.80], [18.51, 17.04, 18.78], [19.61, 17.41, 19.80], [20.02, 16.30, 20.69], [21.21, 16.56, 21.39], [21.43, 15.43, 22.43], [22.31, 14.32, 22.01], [21.64, 13.61, 20.92], [18.16, 16.82, 16.18], [17.77, 18.47, 15.89], [16.64, 17.59, 16.98], [18.58, 16.03, 18.38], [17.58, 17.00, 19.35], [19.14, 18.18, 20.41], [20.51, 17.89, 19.42], [19.30, 16.24, 21.40], [21.06, 17.52, 21.88], [21.98, 16.69, 20.64], [20.58, 15.08, 23.01], [21.97, 15.91, 23.25], [21.92, 14.08, 19.97], [20.56, 13.67, 20.85], [21.86, 12.54, 20.92], [16.46, 11.64, 17.28], [16.01, 10.67, 18.23], [15.39, 11.14, 19.42], [16.01, 10.34, 20.57], [15.41, 10.73, 21.93], [13.98, 10.32, 22.15], [13.41, 11.29, 23.18], [13.89, 12.60, 23.12], [14.53, 13.10, 24.28], [16.73, 11.12, 16.36], [17.26, 12.23, 17.72], [15.67, 12.27, 16.86], [14.32, 11.05, 19.58], [15.69, 12.19, 19.44], [17.10, 10.33, 20.63], [15.65, 9.32, 20.68], [15.84, 11.55, 22.31], [13.91, 9.26, 22.41], [13.31, 10.38, 21.29], [13.52, 10.79, 24.14], [12.32, 11.36, 23.10], [14.90, 14.13, 24.33], [15.43, 12.51, 24.45], [13.84, 13.02, 25.11], [19.25, 13.55, 13.05], [19.75, 14.34, 12.84], [19.92, 12.87, 13.16], [17.19, 14.53, 14.99], [16.73, 13.72, 14.77], [18.03, 14.45, 14.54]],
  "fmax_ev_per_a": 3.415,
  "gap_ev": 8.9,
  "e_tot_ev": -76446.7934,
  "smiles": "COCCNCCOC.COCCNCCOC.COCCNCCOC.COCCNCCOC.COCCNCCOC.COCCNCCOC.O.O",
  "de_lowest_ev": 6.4387,
  "total_charge": 0,
  "e_lumo_ev": 0.691
}